Version one
C7H16N | wB97M-V/def2-TZVPD

Calculated values
Net charge = +1
Gap between HOMO and LUMO = 5.513 eV
LUMO level = -6.995 eV

Each line ends with the Mulliken charge.
Element x y z (Å)
C: 1.426 -2.549 -1.174  -1.12
C: 2.277 -1.634 -0.305  -0.36
C: 2.195 -0.149 -0.736  -0.90
C: 0.753 0.315 -0.716  0.84
C: 0.038 0.453 -1.867  -0.89
C: 0.084 0.450 0.510  -0.03
C: 0.522 1.247 1.668  -1.07
N: -5.231 1.858 1.522  -0.67
H: 1.617 -3.615 -1.159  0.36
H: 0.375 -2.428 -0.888  0.30
H: 1.432 -2.214 -2.215  0.27
H: 3.318 -1.931 -0.309  0.38
H: 2.744 0.423 0.016  0.29
H: 2.677 -0.009 -1.701  0.46
H: -0.997 0.785 -1.841  0.32
H: 0.548 0.332 -2.810  0.32
H: -0.998 0.505 0.358  0.43
H: -5.126 1.940 2.525  0.22
H: 1.609 1.288 1.748  0.34
H: 0.166 2.269 1.528  0.37
H: 0.179 0.763 2.579  0.34
H: 1.932 -1.666 0.733  0.33
H: -5.844 2.590 1.190  0.23
H: -5.697 0.977 1.344  0.22



Version two
C7H16N | wB97M-V/def2-TZVPD

Calculated values
Net charge = +1
Structure (SMILES) = CC(C)=C(C)[C@@H](C)[NH3+]
Gap between HOMO and LUMO = 9.198 eV
LUMO level = -3.446 eV

Each line ends with the Mulliken charge.
Element x y z (Å)
C: -1.367 0.305 0.474  1.11
C: -0.331 -0.254 -0.198  0.61
C: -1.380 1.581 1.243  -1.66
C: -2.713 -0.240 0.192  -1.93
C: -0.323 -1.537 -0.954  -1.79
C: 2.085 -0.207 1.144  -1.13
C: 1.284 0.364 -0.050  -0.50
N: 2.026 0.036 -1.286  -0.19
H: -0.394 1.950 1.526  0.31
H: -1.990 2.326 0.857  0.44
H: -1.913 1.373 2.101  0.50
H: -3.029 -0.136 -0.843  0.43
H: -2.906 -1.259 0.480  0.44
H: -3.465 0.282 0.653  0.49
H: 0.445 -2.276 -0.745  0.44
H: -1.348 -2.052 -0.801  0.28
H: -0.102 -1.258 -2.012  0.43
H: 2.482 -1.162 0.915  0.41
H: 1.432 -0.186 2.000  0.36
H: 2.887 0.670 1.214  0.33
H: 1.134 1.413 0.034  0.54
H: 1.772 -0.964 -1.562  0.35
H: 3.051 0.042 -1.176  0.37
H: 1.686 0.690 -2.008  0.36



version two wins, 22.6 kcal/mol ahead of the next structure.



Version one
C7H16N | wB97M-V/def2-TZVPD

Calculated values
Net charge = +1
Gap between HOMO and LUMO = 8.980 eV
LUMO level = -5.142 eV

Each line ends with the Mulliken charge.
Element x y z (Å)
C: -2.253 0.040 0.155  0.69
C: 1.306 0.354 -0.214  0.35
C: -3.204 -0.301 -0.995  -1.25
C: -2.646 0.649 1.426  -1.22
C: 1.562 1.459 0.786  -1.27
C: 3.188 -0.938 -0.978  -1.17
C: 1.896 -0.932 -0.059  -0.28
N: -1.034 -0.243 -0.093  -0.46
H: -3.044 0.612 -1.586  0.30
H: -4.228 -0.294 -0.683  0.38
H: -2.973 -1.246 -1.450  0.42
H: -1.820 1.077 1.967  0.32
H: -2.929 -0.211 2.008  0.31
H: -3.475 1.306 1.395  0.39
H: 1.482 1.051 1.808  0.36
H: 1.017 2.309 0.594  0.38
H: 2.647 1.705 0.787  0.38
H: 3.943 -0.212 -0.820  0.38
H: 2.731 -1.018 -1.963  0.37
H: 3.752 -1.898 -0.904  0.34
H: 2.189 -1.248 1.000  0.37
H: 1.145 -1.763 -0.428  0.23
H: -0.834 -0.752 -1.048  0.25
H: 0.956 0.526 -1.185  0.44



Version two
C7H16N | wB97M-V/def2-TZVPD

Calculated values
Net charge = +1
Gap between HOMO and LUMO = 5.326 eV
LUMO level = -6.689 eV

Each line ends with the Mulliken charge.
Element x y z (Å)
C: 0.261 3.503 1.212  -1.29
C: -0.313 2.542 0.193  -0.18
C: 0.601 1.568 -0.539  -0.04
C: 0.688 -0.926 -1.264  -0.07
C: 0.150 0.418 -1.091  0.37
C: -1.150 0.748 -1.901  -1.21
C: 0.683 -1.658 -2.553  -1.16
N: -0.446 -4.633 4.038  -0.69
H: -0.413 3.860 2.024  0.33
H: 0.710 4.438 0.777  0.33
H: -1.150 1.853 0.756  0.31
H: -0.900 3.116 -0.598  0.35
H: 1.794 1.565 -0.189  0.30
H: -0.445 -4.697 5.099  0.23
H: 1.292 -1.372 -0.449  0.41
H: -1.687 -0.164 -2.307  0.38
H: -1.684 1.122 -1.027  0.42
H: -0.820 1.485 -2.620  0.36
H: 0.558 -0.973 -3.406  0.35
H: -0.034 -2.512 -2.530  0.36
H: 1.683 -2.179 -2.870  0.37
H: 0.548 -4.838 3.753  0.22
H: -1.167 -5.376 3.775  0.23
H: 1.241 3.111 1.718  0.29



version one wins, 45.9 kcal/mol ahead of the next structure.



Version one
C3H6OS2 | wB97M-V/def2-TZVPD

Calculated values
Structure (SMILES) = C[C@H](S)C(=O)S
Gap between HOMO and LUMO = 10.086 eV
LUMO level = 0.611 eV

Each line ends with the Mulliken charge.
Element x y z (Å)
C: 2.155 -0.366 -0.563  -1.27
C: 0.655 -0.491 -0.487  -0.06
C: 0.101 0.058 0.829  0.50
H: 2.461 -0.489 -1.594  0.36
H: 2.659 -1.070 0.119  0.34
H: 2.513 0.602 -0.250  0.33
H: 0.421 -1.516 -0.593  0.37
H: 0.132 1.585 -1.397  0.16
H: -1.455 -0.642 2.419  0.13
O: 0.750 0.750 1.552  -0.48
S: -0.359 0.386 -1.778  -0.17
S: -1.528 -0.366 1.166  -0.21



Version two
C3H6OS2 | wB97M-V/def2-TZVPD

Calculated values
Structure (SMILES) = O=CCCSS
Gap between HOMO and LUMO = 9.886 eV
LUMO level = 0.525 eV

Each line ends with the Mulliken charge.
Element x y z (Å)
C: 0.210 -0.820 -0.776  -0.51
C: 0.978 -0.990 0.523  -0.09
O: 0.486 -1.599 1.428  -0.48
C: -0.967 0.162 -0.668  -0.51
S: -0.590 1.890 -0.392  -0.05
S: 0.609 1.989 1.253  -0.20
H: 0.885 -0.550 -1.600  0.29
H: -0.141 -1.821 -0.995  0.30
H: 1.943 -0.464 0.596  0.43
H: -1.502 0.117 -1.623  0.31
H: -1.670 -0.283 0.027  0.33
H: -0.240 2.370 2.227  0.17



Version three
C3H6OS2 | wB97M-V/def2-TZVPD

Calculated values
Gap between HOMO and LUMO = 8.241 eV
LUMO level = 0.176 eV

Each line ends with the Mulliken charge.
Element x y z (Å)
C: -0.858 0.406 -0.069  0.30
C: 0.160 1.583 -0.031  -1.05
C: 1.248 -1.581 0.006  -0.85
O: -3.215 -0.490 -0.099  -0.58
S: -2.501 0.762 0.054  0.29
S: -0.591 -1.292 0.040  0.02
H: -0.437 2.471 0.221  0.37
H: 0.798 1.481 0.858  0.33
H: 0.565 1.674 -1.100  0.27
H: 1.109 -2.621 0.377  0.26
H: 1.863 -1.000 0.663  0.32
H: 1.860 -1.394 -0.921  0.30



version one wins, 3.4 kcal/mol ahead of the next structure.



Version one
C3H3FS2 | wB97M-V/def2-TZVPD

Calculated values
Gap between HOMO and LUMO = 8.165 eV
LUMO level = -0.883 eV

Each line ends with the Mulliken charge.
Element x y z (Å)
C: -0.086 0.758 1.824  -0.07
C: -0.067 0.029 0.742  -0.30
C: 0.331 -0.540 -2.017  -0.14
H: -0.359 1.722 1.921  0.36
H: 0.120 -1.045 0.598  0.30
H: 1.098 -1.268 -1.492  0.28
F: -0.336 0.146 3.075  -0.25
S: -0.423 0.692 -1.045  0.04
S: -0.278 -0.493 -3.606  -0.22



Version two
C3H3FS2 | wB97M-V/def2-TZVPD

Calculated values
Structure (SMILES) = C=C(F)C(=S)S
Gap between HOMO and LUMO = 7.911 eV
LUMO level = -1.128 eV

Each line ends with the Mulliken charge.
Element x y z (Å)
C: -0.304 0.145 -0.041  0.20
C: 1.159 -0.304 -0.006  0.46
C: 2.243 0.430 0.111  -0.70
H: -0.920 -2.097 0.028  0.17
H: 3.189 -0.096 0.263  0.26
H: 2.201 1.467 0.048  0.30
F: 1.276 -1.654 -0.113  -0.28
S: -1.652 -0.973 0.055  -0.14
S: -0.507 1.846 -0.037  -0.27



version two wins, 29.3 kcal/mol ahead of the next structure.



Version one
C2H10O2S2 | wB97M-V/def2-TZVPD

Calculated values
Structure (SMILES) = CCSS.O.O
Gap between HOMO and LUMO = 9.603 eV
LUMO level = 0.510 eV

Each line ends with the Mulliken charge.
Element x y z (Å)
C: -0.209 2.340 0.550  -1.11
C: -0.580 0.940 -0.123  -0.17
S: 0.350 0.876 -1.748  -0.13
S: -0.197 -0.987 -2.448  -0.22
H: -0.325 3.278 -0.025  0.33
H: 0.827 2.482 0.936  0.31
H: -0.983 2.303 1.380  0.30
H: -1.676 0.853 -0.351  0.34
H: -0.179 0.197 0.587  0.21
H: -1.123 -0.504 -3.411  0.18
H: -1.101 -3.215 0.554  0.30
H: 0.014 -2.554 1.421  0.32
O: -0.920 -2.445 1.115  -0.63
H: 1.561 -1.005 -0.063  0.25
H: 2.693 -1.057 0.887  0.31
O: 1.848 -1.502 0.736  -0.59



Version two
C2H10O2S2 | wB97M-V/def2-TZVPD

Calculated values
Gap between HOMO and LUMO = 4.577 eV
LUMO level = -4.403 eV

Each line ends with the Mulliken charge.
Element x y z (Å)
C: 0.379 -0.185 -1.787  -1.08
C: 0.244 0.069 -0.261  0.86
S: 1.085 -1.011 0.758  -0.08
S: -2.872 -0.853 -0.806  -0.36
H: 0.474 -1.247 -1.931  0.35
H: 1.292 0.291 -2.127  0.35
H: -0.552 0.114 -2.231  0.37
H: -0.873 -0.052 0.033  -0.93
H: 0.462 1.115 -0.043  0.40
H: -3.242 -2.105 -0.501  0.14
H: 3.723 1.591 0.934  0.32
H: 2.936 0.291 0.904  0.25
O: 3.843 0.639 0.851  -0.57
H: -2.342 0.217 1.309  0.26
H: -2.619 0.515 2.789  0.29
O: -1.937 0.609 2.109  -0.56



Version three
C2H10O2S2 | wB97M-V/def2-TZVPD

Calculated values
Structure (SMILES) = CCSS.O.O
Gap between HOMO and LUMO = 9.048 eV
LUMO level = 0.237 eV

Each line ends with the Mulliken charge.
Element x y z (Å)
C: 2.993 3.632 1.339  -0.98
C: 2.576 2.204 0.913  -0.40
S: 3.142 1.742 -0.719  -0.09
S: 1.578 1.311 -1.855  -0.21
H: 2.138 4.246 1.573  0.28
H: 3.482 4.158 0.544  0.34
H: 3.616 3.627 2.231  0.27
H: 1.487 2.212 0.979  0.30
H: 2.884 1.469 1.652  0.35
H: 1.062 0.134 -1.406  0.14
H: -5.661 -3.519 0.046  0.32
H: -5.809 -3.822 1.610  0.32
O: -6.252 -3.561 0.798  -0.64
H: -2.547 -3.949 -2.187  0.31
H: -2.156 -5.340 -2.563  0.32
O: -2.531 -4.544 -2.953  -0.63



version one wins, 4.8 kcal/mol ahead of the next structure.



Version one
C3H6N4O | wB97M-V/def2-TZVPD

Calculated values
Gap between HOMO and LUMO = 7.729 eV
LUMO level = -0.386 eV

Each line ends with the Mulliken charge.
Element x y z (Å)
C: -0.408 0.294 1.071  -0.04
C: -0.087 0.304 -1.086  0.26
C: 0.245 -0.373 0.033  0.53
H: 0.276 0.455 3.274  0.30
H: -2.172 0.194 2.806  0.32
H: 0.874 1.184 -2.609  0.33
H: -0.413 0.428 -3.088  0.33
H: 1.536 -2.158 1.074  0.28
H: 0.969 -1.870 -1.313  0.32
N: -0.719 -0.098 2.299  -0.69
N: -0.919 1.416 0.688  -0.39
N: 0.439 0.244 -2.400  -0.64
N: 1.294 -1.324 -0.089  -0.71
O: -0.915 1.305 -0.661  -0.20



Version two
C3H6N4O | wB97M-V/def2-TZVPD

Calculated values
Structure (SMILES) = NC1=NC(=O)NCN1
Gap between HOMO and LUMO = 9.861 eV
LUMO level = 0.538 eV

Each line ends with the Mulliken charge.
Element x y z (Å)
C: 0.204 0.945 -0.378  0.56
C: -0.171 0.052 1.729  0.41
C: -0.111 -1.484 -0.142  -0.46
H: 0.421 2.936 -0.823  0.29
H: 0.904 1.863 -2.041  0.26
H: -0.981 -1.757 1.702  0.28
H: 0.861 -1.995 0.030  0.26
H: -0.730 -2.144 -0.751  0.36
H: -0.156 -0.334 -1.965  0.27
N: 0.260 1.998 -1.269  -0.49
N: 0.155 1.144 0.920  -0.58
N: -0.804 -0.981 1.033  -0.33
N: 0.130 -0.299 -0.964  -0.25
O: 0.016 0.053 2.920  -0.58



version two wins, 267.2 kcal/mol ahead of the next structure.



Version one
C3H6N4O | wB97M-V/def2-TZVPD

Calculated values
Structure (SMILES) = [H]/N=C\NC(=O)N/C=N/[H]
Gap between HOMO and LUMO = 10.251 eV
LUMO level = 0.505 eV

Each line ends with the Mulliken charge.
Element x y z (Å)
C: -2.141 -0.091 0.152  0.13
C: 0.278 0.976 -0.100  0.34
C: 2.345 -0.072 0.054  -0.07
H: -3.102 -1.818 0.031  0.27
H: -3.010 0.564 0.312  0.32
H: -1.463 2.003 -0.213  0.34
H: 0.151 -1.038 -0.406  0.37
H: 2.660 0.878 0.558  0.29
H: 2.801 -1.940 -0.179  0.27
N: -2.014 -1.375 -0.232  -0.69
N: -1.238 0.940 0.292  -0.35
N: 0.878 -0.211 -0.139  -0.24
N: 3.131 -0.896 0.114  -0.41
O: 0.724 2.080 -0.244  -0.57



Version two
C3H6N4O | wB97M-V/def2-TZVPD

Calculated values
Structure (SMILES) = Nc1c(O)cnn1N
Gap between HOMO and LUMO = 8.698 eV
LUMO level = 0.845 eV

Each line ends with the Mulliken charge.
Element x y z (Å)
C: 0.961 -1.758 -0.111  -0.27
C: 1.423 -0.382 -0.196  0.30
C: 0.349 0.430 -0.021  0.26
N: -0.326 -1.792 -0.003  -0.93
N: -0.739 -0.515 0.056  0.83
N: 0.070 1.753 -0.074  -0.50
N: -2.073 -0.022 -0.082  -0.74
O: 2.682 0.133 -0.127  -0.58
H: 1.420 -2.856 -0.115  0.32
H: 0.705 2.347 -0.453  0.22
H: -0.816 1.967 -0.429  0.24
H: -2.637 -0.255 0.740  0.24
H: -2.524 -0.666 -0.796  0.29
H: 3.265 -0.301 0.531  0.33



version two wins, 25.4 kcal/mol ahead of the next structure.



Version one
C3H6N4O | wB97M-V/def2-TZVPD

Calculated values
Structure (SMILES) = CNn1cnc(=O)[nH]1
Gap between HOMO and LUMO = 8.989 eV
LUMO level = 0.213 eV

Each line ends with the Mulliken charge.
Element x y z (Å)
C: 2.033 -0.620 -0.442  -0.55
C: -0.983 1.459 -0.012  0.06
C: -2.364 -0.150 0.041  0.39
H: 1.327 -1.516 -0.445  0.15
H: 2.862 -0.852 0.155  0.33
H: 2.162 -0.042 -1.352  0.26
H: 1.686 0.431 1.600  0.30
H: -0.705 2.438 -0.279  0.40
H: -0.455 -1.692 -0.126  0.31
N: 1.307 0.535 0.466  -0.62
N: -0.241 0.457 0.265  0.50
N: -2.323 1.212 -0.277  -0.48
N: -0.967 -0.707 0.313  -0.43
O: -3.338 -0.953 0.094  -0.60



Version two
C3H6N4O | wB97M-V/def2-TZVPD

Calculated values
Gap between HOMO and LUMO = 8.562 eV
LUMO level = -0.353 eV

Each line ends with the Mulliken charge.
Element x y z (Å)
C: 1.317 0.955 0.627  -0.78
N: 0.634 -0.319 0.458  0.05
C: -0.739 -0.220 0.184  -0.19
N: 1.362 -1.202 -0.387  -0.63
C: -1.410 0.540 -0.790  0.34
O: -2.656 0.419 -0.867  -0.57
N: -2.801 -0.933 0.804  -0.38
N: -1.639 -0.959 0.870  0.38
H: 1.094 -1.095 -1.366  0.26
H: 1.163 -2.155 -0.100  0.25
H: -0.816 1.149 -1.476  0.34
H: 0.783 1.543 1.374  0.33
H: 2.326 0.740 0.971  0.27
H: 1.382 1.539 -0.301  0.32



Version three
C3H6N4O | wB97M-V/def2-TZVPD

Calculated values
Structure (SMILES) = [H]/N=C\N(C=O)/C(N)=N\[H]
Gap between HOMO and LUMO = 10.327 eV
LUMO level = 0.688 eV

Each line ends with the Mulliken charge.
Element x y z (Å)
C: 0.254 0.941 -0.007  0.61
C: -0.931 -1.308 -0.049  0.07
C: 1.435 -1.187 0.033  -0.03
H: -0.736 2.654 0.074  0.30
H: -1.246 1.387 1.312  0.27
H: 1.897 1.042 -0.894  0.26
H: -0.682 -2.373 0.109  0.26
H: -2.237 -0.009 -0.457  0.35
H: 1.268 -2.219 0.141  0.29
N: -0.909 1.590 0.319  -0.58
N: 1.230 1.656 -0.460  -0.74
N: 0.271 -0.422 0.033  0.01
N: -2.112 -1.024 -0.299  -0.63
O: 2.498 -0.728 0.146  -0.46



Version four
C3H6N4O | wB97M-V/def2-TZVPD

Calculated values
Gap between HOMO and LUMO (spin up / spin down) = 7.332 / 8.168 eV
LUMO level (spin up / spin down) = -0.443 / 0.132 eV

Each line ends with the Mulliken charge.
Element x y z (Å)
C: -0.461 0.730 -0.416  0.18
C: -1.627 0.392 0.162  -0.11
C: 2.733 -0.785 -0.249  -0.60
N: -0.776 -1.366 1.403  -0.20
N: 1.704 -0.136 -0.841  -0.63
N: 0.633 0.032 -0.170  0.20
N: -2.827 0.998 -0.023  -0.49
O: -1.709 -0.555 1.136  -0.15
H: -0.216 1.424 -1.217  0.45
H: 3.017 -1.741 -0.823  0.23
H: 3.595 -0.163 -0.237  0.25
H: 2.521 -1.137 0.782  0.35
H: -3.578 0.325 0.361  0.28
H: -3.008 1.981 0.135  0.23



version three wins, 61.5 kcal/mol ahead of the next structure.